# 1
ORCA calculation (the ωB97M-V functional and the def2-TZVPD basis) on the molecule C6H9NS.

Structure (ORCA input):
```
! wB97M-V def2-TZVPD RIJCOSX def2/J DEFGRID3
* xyz 0 1
C -1.256 -0.667 -0.954
C -1.019 0.747 -0.619
C 0.468 0.895 -0.567
C 1.044 0.447 0.754
C -0.032 -1.844 0.288
C 0.947 -1.027 0.985
N -2.039 -1.209 -1.728
S 1.536 -2.078 -0.457
H -1.600 1.514 -1.114
H -1.231 0.898 0.490
H 0.934 0.312 -1.340
H 0.555 1.969 -0.695
H 2.197 0.722 0.741
H 0.657 1.090 1.504
H -0.432 -2.813 0.442
H 1.198 -1.193 1.988
H -1.915 -2.183 -1.972
*
```

Computed properties:
- highest occupied orbital energy (Ha) = -0.2863
- energy above the lowest of the compared OMol25 structures with the same formula, charge and spin (kcal per mole) = 80.4
- frontier orbital gap (eV) = 8.65
- total energy (eV) = -18689.72543
- molar mass (g mol⁻¹) = 127.21

Charges per atom according to Mulliken partitioning, unit e:
1. C 0.350
2. C -0.505
3. C -0.903
4. C -0.818
5. C -0.177
6. C -0.499
7. N -0.656
8. S -0.207
9. H 0.379
10. H 0.249
11. H 0.430
12. H 0.359
13. H 0.275
14. H 0.516
15. H 0.452
16. H 0.486
17. H 0.271

=====

# 2
ORCA calculation (the ωB97M-V functional and the def2-TZVPD basis) on a structure of composition C37H48GeN9O5STeTl.

Structure (ORCA input):
```
! wB97M-V def2-TZVPD RIJCOSX def2/J DEFGRID3
* xyz 2 1
Tl 0.589 -0.362 0.025
N -0.844 0.633 2.443
N -0.279 0.332 3.694
C 0.870 -0.367 3.779
N 1.371 -0.695 4.962
N 1.441 -0.618 2.611
N 2.511 -1.385 2.433
O 3.003 -2.008 3.345
O 2.912 -1.396 1.281
H -0.926 1.641 2.327
H -1.776 0.226 2.361
H -0.752 0.612 4.546
H 0.923 -0.459 5.832
H 2.226 -1.246 4.981
N -0.169 -7.886 1.893
C -0.579 -8.836 2.789
C -0.357 -10.200 2.889
C -0.928 -10.854 3.970
C -1.701 -10.175 4.917
C -1.935 -8.820 4.825
C -1.361 -8.135 3.747
N -1.402 -6.824 3.415
C -0.690 -6.693 2.313
C -0.488 -5.410 1.684
C -1.176 -4.303 2.200
C -0.951 -3.059 1.657
N -0.095 -2.845 0.658
C 0.538 -3.890 0.140
C 0.378 -5.181 0.610
H 0.388 -8.054 1.072
H 0.237 -10.737 2.167
H -0.775 -11.916 4.087
H -2.122 -10.731 5.741
H -2.540 -8.294 5.546
H -1.863 -4.447 3.018
H -1.465 -2.187 2.035
H 1.217 -3.680 -0.676
H 0.937 -5.978 0.149
C 4.947 7.697 0.312
C 4.242 6.395 0.354
C 2.940 6.287 0.852
C 2.298 5.073 0.957
C 0.900 5.019 1.487
C 2.998 3.895 0.588
Te 2.383 2.037 1.308
C 4.264 4.002 -0.047
C 4.971 2.810 -0.599
C 4.865 5.240 -0.125
H 4.296 8.522 0.591
H 5.366 7.876 -0.678
H 5.791 7.672 1.006
H 2.430 7.183 1.171
H 0.463 6.014 1.495
H 0.893 4.638 2.510
H 0.282 4.367 0.870
H 4.269 2.045 -0.930
H 5.623 2.376 0.161
H 5.596 3.099 -1.440
H 5.849 5.323 -0.562
O -3.366 -3.749 -3.911
S -3.135 -2.378 -4.234
O -4.087 -1.654 -5.009
N -2.874 -1.476 -2.826
C -1.693 -1.004 -2.826
O -1.290 -0.099 -1.953
C -0.800 -1.364 -3.932
C 0.503 -0.938 -4.140
C 1.117 -1.279 -5.335
C 0.450 -2.042 -6.284
C -0.856 -2.476 -6.068
C -1.463 -2.126 -4.884
H 1.023 -0.358 -3.389
H 2.117 -0.933 -5.540
H 0.950 -2.302 -7.205
H -1.371 -3.057 -6.813
C -0.926 5.606 -2.412
C -1.089 4.633 -3.572
C -0.066 3.502 -3.561
C -0.237 2.595 -2.351
Ge -2.007 1.604 -2.489
C -3.756 1.794 -1.519
C -3.731 2.041 -0.016
C -2.813 3.196 0.381
C -3.018 3.671 1.817
H -1.696 6.371 -2.460
H 0.047 6.091 -2.455
H -1.019 5.102 -1.453
H -0.999 5.183 -4.509
H -2.093 4.193 -3.541
H 0.944 3.917 -3.577
H -0.192 2.906 -4.468
H -0.169 3.168 -1.432
H 0.550 1.838 -2.326
H -2.279 1.361 -3.973
H -4.274 0.857 -1.738
H -4.293 2.593 -2.029
H -3.399 1.131 0.487
H -4.752 2.248 0.315
H -2.984 4.036 -0.295
H -1.779 2.857 0.245
H -4.005 4.113 1.928
H -2.284 4.432 2.078
H -2.941 2.848 2.528
*
```

Computed properties:
- highest occupied orbital energy (alpha / beta) (Ha) = -0.4318 / -0.4318
- energy above the lowest of the compared OMol25 structures with the same formula, charge and spin (kcal per mole) = 57.0
- frontier orbital gap (alpha / beta) (eV) = 2.99 / 2.93
- total energy (eV) = -142116.40901
- molar mass (g mol⁻¹) = 1135.51

Here are the Mulliken charges for atoms 1 to 99, given in e:
1. Tl 1.276
2. N -0.169
3. N -0.356
4. C 0.577
5. N -0.352
6. N -0.178
7. N 0.970
8. O -0.748
9. O -0.624
10. H 0.097
11. H 0.329
12. H 0.164
13. H 0.180
14. H 0.202
15. N 0.015
16. C 0.666
17. C -0.985
18. C -0.449
19. C -0.481
20. C -0.803
21. C 0.678
22. N -0.604
23. C -0.156
24. C 1.028
25. C -0.593
26. C -0.563
27. N -0.016
28. C -0.628
29. C -0.750
30. H 0.183
31. H 0.393
32. H 0.397
33. H 0.397
34. H 0.443
35. H 0.577
36. H 0.459
37. H 0.565
38. H 0.348
39. C -1.520
40. C 0.783
41. C -1.121
42. C 1.092
43. C -1.379
44. C -0.318
45. Te 0.622
46. C 1.057
47. C -1.806
48. C -0.852
49. H 0.369
50. H 0.391
51. H 0.360
52. H 0.373
53. H 0.437
54. H 0.462
55. H 0.092
56. H 0.380
57. H 0.352
58. H 0.456
59. H 0.510
60. O -0.650
61. S 1.242
62. O -0.634
63. N -0.392
64. C -0.319
65. O -0.249
66. C 1.119
67. C -0.308
68. C -0.960
69. C -0.527
70. C -0.613
71. C -0.130
72. H 0.312
73. H 0.456
74. H 0.451
75. H 0.480
76. C -0.990
77. C -0.231
78. C -0.975
79. C 0.337
80. Ge 0.532
81. C -1.060
82. C -0.652
83. C 0.753
84. C -1.601
85. H 0.411
86. H 0.336
87. H 0.017
88. H 0.404
89. H 0.154
90. H 0.498
91. H 0.327
92. H -0.334
93. H 0.041
94. H -0.071
95. H 0.563
96. H 0.411
97. H 0.022
98. H 0.536
99. H 0.355

=====

# 3
ORCA calculation (the ωB97M-V functional and the def2-TZVPD basis) on a cluster of 2 separate species, C3H10N2O in total.

Structure (ORCA input):
```
! wB97M-V def2-TZVPD RIJCOSX def2/J DEFGRID3
* xyz 1 2
C 1.255 2.553 -1.796
C 1.998 1.389 -1.595
N 0.340 2.945 -0.957
H 1.411 3.226 -2.627
H 2.750 1.057 -2.304
H 1.845 0.849 -0.669
H 0.118 -3.302 1.729
H -0.130 3.827 -1.104
H 0.005 2.440 -0.132
N -1.324 -1.271 1.653
C -1.510 -2.523 0.947
O -0.746 -3.636 1.445
H -0.373 -1.048 1.902
H -1.827 -1.304 2.529
H -2.557 -2.796 1.089
H -1.255 -2.405 -0.110
*
```

Computed properties:
- highest occupied orbital energy (alpha / beta) (Ha) = -0.4616 / -0.4616
- energy above the lowest of the compared OMol25 structures with the same formula, charge and spin (kcal per mole) = 41.3
- frontier orbital gap (alpha / beta) (eV) = 8.40 / 4.81
- total energy (eV) = -8291.83680
- molar mass (g mol⁻¹) = 90.13

Charges per atom according to Mulliken partitioning, unit e:
1. C 0.487
2. C -0.732
3. N -0.238
4. H 0.352
5. H 0.307
6. H 0.285
7. H 0.281
8. H 0.282
9. H 0.252
10. N -0.551
11. C -0.166
12. O -0.516
13. H 0.215
14. H 0.239
15. H 0.270
16. H 0.231

=====

# 4
ORCA calculation (the ωB97M-V functional and the def2-TZVPD basis) on a structure of composition C19H26AuBrN6O.

Structure (ORCA input):
```
! wB97M-V def2-TZVPD RIJCOSX def2/J DEFGRID3
* xyz 2 1
Au 0.422 0.787 0.148
C 3.394 -0.352 0.041
C 2.600 0.806 -0.461
O 2.946 1.737 -1.083
H 4.446 -0.233 -0.218
H 3.009 -1.272 -0.396
H 3.274 -0.424 1.121
N 0.695 7.073 -0.556
C 0.596 5.751 -0.406
C -0.092 4.949 -1.343
C -0.156 3.594 -1.156
N 0.406 2.976 -0.110
C 1.055 3.722 0.796
C 1.168 5.083 0.698
H 0.303 7.532 -1.361
H 1.194 7.634 0.114
H -0.566 5.410 -2.196
H -0.663 2.967 -1.875
H 1.500 3.194 1.626
H 1.690 5.643 1.458
Br -1.835 1.804 2.238
C -2.673 1.113 0.689
C -4.053 1.146 0.568
C -4.617 0.591 -0.569
C -3.795 -0.007 -1.514
C -2.429 0.004 -1.301
N -1.878 0.574 -0.229
H -4.657 1.586 1.347
H -5.687 0.616 -0.708
H -4.204 -0.481 -2.393
H -1.740 -0.453 -1.998
C 1.019 -4.435 -1.534
C 0.558 -3.155 -2.207
N 0.431 -2.109 -1.201
C 0.355 -2.311 0.134
N 0.442 -1.251 0.925
C 0.316 -1.398 2.362
C 0.796 -2.767 2.817
C 0.062 -3.828 2.016
N 0.201 -3.563 0.591
C 0.111 -4.679 -0.338
H 2.054 -4.343 -1.199
H 0.959 -5.267 -2.231
H -0.409 -3.323 -2.691
H 1.262 -2.824 -2.971
H 0.596 -1.153 -1.477
H -0.732 -1.259 2.654
H 0.895 -0.608 2.842
H 0.605 -2.895 3.880
H 1.870 -2.858 2.645
H -1.000 -3.848 2.285
H 0.481 -4.814 2.219
H -0.923 -4.796 -0.679
H 0.398 -5.587 0.189
*
```

Computed properties:
- highest occupied orbital energy (Ha) = -0.5272
- energy above the lowest of the compared OMol25 structures with the same formula, charge and spin (kcal per mole) = 8.6
- frontier orbital gap (eV) = 7.16
- total energy (eV) = -104834.59601
- molar mass (g mol⁻¹) = 631.33

Charges per atom according to Mulliken partitioning, unit e:
1. Au 0.700
2. C -0.885
3. C 0.634
4. O -0.303
5. H 0.389
6. H 0.147
7. H 0.260
8. N -0.422
9. C 1.083
10. C -0.778
11. C -0.415
12. N -0.167
13. C -0.344
14. C -0.748
15. H 0.204
16. H 0.206
17. H 0.365
18. H 0.484
19. H 0.500
20. H 0.369
21. Br -0.056
22. C 0.397
23. C -0.725
24. C -0.180
25. C -0.891
26. C -0.256
27. N -0.085
28. H 0.481
29. H 0.420
30. H 0.448
31. H 0.500
32. C -0.687
33. C -0.677
34. N 0.108
35. C 0.683
36. N -0.233
37. C -0.739
38. C -0.727
39. C -0.556
40. N 0.082
41. C -0.568
42. H 0.290
43. H 0.382
44. H 0.331
45. H 0.393
46. H 0.009
47. H 0.284
48. H 0.322
49. H 0.394
50. H 0.266
51. H 0.251
52. H 0.417
53. H 0.236
54. H 0.405

=====

# 5
ORCA calculation (the ωB97M-V functional and the def2-TZVPD basis) on the molecule C17H29NO.

Structure (ORCA input):
```
! wB97M-V def2-TZVPD RIJCOSX def2/J DEFGRID3
* xyz 0 1
O -0.675 -2.237 0.983
C -0.462 -1.533 0.017
N 0.611 -0.715 -0.067
H 0.774 -0.196 -0.916
C 1.582 -0.576 1.000
C 2.848 -1.403 0.702
H 3.619 -1.161 1.435
C 3.430 -1.345 -0.713
C 4.207 -0.089 -1.111
H 4.713 -0.316 -2.053
H 4.986 0.109 -0.374
C 3.347 1.164 -1.306
H 3.675 1.692 -2.206
C 3.417 2.154 -0.146
C 3.131 1.564 1.233
H 3.912 0.857 1.505
H 3.190 2.386 1.951
C 1.753 0.917 1.382
H 1.030 1.503 0.808
H 1.463 1.012 2.430
H 2.710 2.965 -0.339
H 4.418 2.595 -0.124
H 2.310 0.874 -1.479
H 2.630 -1.516 -1.438
H 4.117 -2.190 -0.801
H 2.565 -2.445 0.873
H 1.102 -1.073 1.852
C -1.376 -1.496 -1.194
H -1.810 -2.493 -1.292
H -0.803 -1.277 -2.098
C -2.530 -0.485 -1.071
H -3.213 -0.704 -1.897
C -3.295 -0.566 0.263
H -3.331 -1.568 0.683
C -2.614 0.498 1.123
H -1.573 0.282 1.345
H -3.146 0.684 2.054
C -2.800 1.608 0.092
H -2.422 2.594 0.363
C -2.104 0.999 -1.128
H -2.406 1.478 -2.059
H -1.023 1.107 -1.029
C -4.317 1.572 -0.140
H -4.579 1.941 -1.132
H -4.833 2.191 0.594
C -4.667 0.080 0.040
H -5.182 -0.334 -0.826
H -5.305 -0.070 0.912
*
```

Computed properties:
- highest occupied orbital energy (Ha) = -0.3443
- energy above the lowest of the compared OMol25 structures with the same formula, charge and spin (kcal per mole) = 0.0
- frontier orbital gap (eV) = 10.17
- total energy (eV) = -21638.20342
- molar mass (g mol⁻¹) = 263.42

Charges per atom according to Mulliken partitioning, unit e:
1. O -0.690
2. C 0.300
3. N 0.472
4. H 0.062
5. C -0.016
6. C -1.471
7. H 0.441
8. C -0.610
9. C -0.843
10. H 0.339
11. H 0.387
12. C -0.252
13. H 0.438
14. C -0.929
15. C -0.908
16. H 0.279
17. H 0.421
18. C -0.538
19. H 0.076
20. H 0.348
21. H 0.375
22. H 0.375
23. H -0.047
24. H 0.274
25. H 0.433
26. H 0.486
27. H 0.820
28. C -1.535
29. H 0.482
30. H 0.406
31. C 0.333
32. H 0.648
33. C -0.079
34. H 0.545
35. C -0.704
36. H -0.002
37. H 0.432
38. C 0.038
39. H 0.467
40. C -0.631
41. H 0.386
42. H -0.223
43. C -0.940
44. H 0.357
45. H 0.376
46. C -1.148
47. H 0.416
48. H 0.354

=====

# 6
ORCA calculation (the ωB97M-V functional and the def2-TZVPD basis) on the molecule C3H9N3S2.

Structure (ORCA input):
```
! wB97M-V def2-TZVPD RIJCOSX def2/J DEFGRID3
* xyz 0 1
C -1.659 0.589 0.036
C 0.636 0.053 -0.401
C 1.594 -0.473 0.687
H -1.591 1.606 -0.354
H -1.772 0.382 1.086
H -2.681 0.248 -0.200
H -1.563 -2.269 -1.780
H 2.253 0.441 0.989
H 2.184 -1.438 0.445
H 1.474 -1.434 2.327
H 0.177 0.099 2.281
H 0.832 2.695 -2.457
N -0.703 -0.282 -0.630
N 0.725 -0.913 1.847
N 1.099 0.977 -1.069
S -0.994 -2.007 -0.517
S -0.012 1.728 -2.290
*
```

Computed properties:
- highest occupied orbital energy (Ha) = -0.3259
- energy above the lowest of the compared OMol25 structures with the same formula, charge and spin (kcal per mole) = 62.5
- frontier orbital gap (eV) = 9.57
- total energy (eV) = -29394.21587
- molar mass (g mol⁻¹) = 151.26

Charges per atom according to Mulliken partitioning, unit e:
1. C -0.834
2. C 0.589
3. C -0.417
4. H 0.213
5. H 0.378
6. H 0.339
7. H 0.160
8. H 0.260
9. H 0.303
10. H 0.250
11. H 0.254
12. H 0.168
13. N -0.242
14. N -0.552
15. N -0.496
16. S -0.192
17. S -0.182

=====

Which of these has the highest energy above the lowest of the compared OMol25 structures with the same formula, charge and spin? C6H9NS

=====

Which formula does entry 2 have? C37H48GeN9O5STeTl